Computed, not measured: C15H22ClNO in the gas phase, with ωB97M-V with the def2-TZVPD basis set.

- maximum force (eV/Å) = 0.63
- SMILES = CCCC[C@H](CCCCl)C(=O)Nc1ccccc1
- charge = 0
- energy above the lowest of the compared OMol25 structures with the same formula, charge and spin (kJ/mol) = 8.8

Each line ends with the Mulliken charge.
Geometry (Å):
C 3.613 1.248 1.557  -1.087
C 2.768 2.495 1.319  -0.473
C 2.334 2.677 -0.143  -0.655
C 0.917 2.189 -0.449  -1.427
C 0.667 0.686 -0.260  1.119
C 1.482 -0.168 -1.239  -1.144
C 1.287 -1.664 -0.994  -0.472
C 2.163 -2.512 -1.902  -0.622
Cl 1.693 -2.317 -3.614  -0.209
C -0.815 0.430 -0.537  -0.294
O -1.353 0.812 -1.551  -0.684
N -1.442 -0.268 0.453  0.061
C -2.771 -0.705 0.521  0.635
C -3.150 -1.445 1.639  -0.487
C -4.446 -1.908 1.765  -0.547
C -5.379 -1.639 0.778  -0.477
C -5.004 -0.904 -0.334  -0.652
C -3.709 -0.436 -0.470  -0.392
H 4.520 1.287 0.956  0.323
H 3.905 1.185 2.604  0.354
H 3.074 0.341 1.300  0.186
H 1.884 2.468 1.960  0.307
H 3.358 3.362 1.624  0.379
H 3.053 2.186 -0.800  0.373
H 2.356 3.741 -0.387  0.376
H 0.218 2.733 0.192  0.464
H 0.669 2.439 -1.483  0.364
H 0.909 0.401 0.768  0.315
H 1.168 0.077 -2.254  0.502
H 2.541 0.072 -1.140  0.434
H 0.240 -1.933 -1.151  0.313
H 1.551 -1.909 0.039  0.269
H 2.060 -3.573 -1.671  0.392
H 3.210 -2.219 -1.829  0.344
H -0.883 -0.533 1.252  0.178
H -2.424 -1.658 2.412  0.326
H -4.727 -2.480 2.637  0.368
H -6.392 -2.000 0.876  0.377
H -5.725 -0.690 -1.108  0.366
H -3.420 0.134 -1.336  0.497


Computed, not measured: a molecular structure, C15H22F2NbO in a non-equilibrium geometry, with ωB97M-V with the def2-TZVPD basis set.

- maximum force (eV/Å) = 1.59
- charge = -1

Each line ends with the Mulliken charge.
Geometry (Å):
C -2.747 -2.643 0.169  -0.814
C -2.702 -2.782 -1.320  -0.199
O -1.516 -3.374 -1.773  -0.392
C -0.884 -2.669 -2.841  -0.849
Nb 0.135 -0.644 -2.584  -0.893
H -2.002 -3.299 0.591  0.299
H -2.515 -1.639 0.484  -0.048
H -3.703 -2.928 0.573  0.382
H -3.528 -3.396 -1.666  0.285
H -2.804 -1.812 -1.790  0.317
H -1.555 -2.682 -3.694  0.450
H -0.026 -3.275 -3.111  0.338
H 1.898 -1.108 -2.284  0.085
H -0.025 -0.787 -0.741  0.137
H -1.551 0.118 -2.833  0.023
H 0.645 -0.403 -4.368  -0.063
H 0.393 1.122 -2.134  0.026
F -1.884 1.995 0.124  -0.294
C -2.397 1.589 1.288  0.499
C -1.698 0.640 2.007  -0.519
C -2.228 0.212 3.212  -0.185
C -3.430 0.723 3.681  -0.609
C -4.108 1.672 2.932  -0.235
C -3.596 2.116 1.723  -0.586
H -0.774 0.249 1.602  0.403
H -1.696 -0.534 3.787  0.360
H -3.837 0.380 4.622  0.371
H -5.050 2.070 3.288  0.342
H -4.105 2.854 1.120  0.420
F 4.223 -0.084 -2.070  -0.266
C 4.509 0.720 -1.040  0.409
C 3.724 0.623 0.092  -0.329
C 4.016 1.452 1.160  -0.244
C 5.065 2.359 1.092  -0.578
C 5.829 2.435 -0.061  -0.231
C 5.556 1.613 -1.143  -0.569
H 2.901 -0.079 0.102  0.305
H 3.410 1.394 2.055  0.355
H 5.281 3.006 1.931  0.358
H 6.643 3.144 -0.125  0.335
H 6.136 1.652 -2.055  0.406


Computed, not measured: 3 unconnected molecules or ions with the total composition C15H22FIO10 in a non-equilibrium geometry, with ωB97M-V with the def2-TZVPD basis set.

- maximum force (eV/Å) = 4.14
- SMILES = COCC(=O)O[C@@H](CCCF)CC(=O)I.O=C1OCCO1.O=C1OCCO1
- charge = 0

Each line ends with the Mulliken charge.
Geometry (Å):
C -1.802 4.414 -5.284  -0.688
O -1.392 3.180 -5.847  -0.366
C -0.619 2.512 -4.887  -0.436
C -0.373 1.055 -5.320  0.399
O -1.160 0.505 -5.972  -0.459
O 0.818 0.499 -4.921  -0.407
C 0.742 -0.066 -3.589  0.104
C 1.604 -1.330 -3.652  -0.877
C 0.925 -2.440 -4.514  -0.422
C 1.161 -3.795 -3.832  -0.554
F 0.121 -4.080 -2.961  -0.294
C 1.313 0.993 -2.630  -0.223
C 1.577 0.500 -1.207  -0.191
O 2.481 0.910 -0.632  -0.416
I 0.307 -0.905 -0.187  0.033
H -2.453 4.949 -5.975  0.282
H -0.935 5.034 -5.017  0.295
H -2.385 4.259 -4.362  0.303
H 0.349 3.012 -4.731  0.447
H -1.181 2.471 -3.938  0.362
H -0.276 -0.388 -3.337  0.524
H 1.861 -1.727 -2.669  0.469
H 2.506 -1.044 -4.207  0.279
H 1.335 -2.470 -5.524  0.373
H -0.151 -2.260 -4.593  0.321
H 1.198 -4.607 -4.565  0.315
H 2.109 -3.779 -3.285  0.320
H 2.289 1.272 -3.035  0.288
H 0.685 1.888 -2.588  0.221
O -0.619 1.373 5.559  -0.546
C 0.357 1.178 4.908  0.668
O 1.530 0.705 5.405  -0.331
C 2.376 0.390 4.296  -0.342
C 1.822 1.268 3.203  0.100
O 0.447 1.398 3.573  -0.288
H 3.416 0.608 4.527  0.302
H 2.279 -0.674 4.069  0.262
H 2.279 2.259 3.191  0.266
H 1.919 0.821 2.216  -0.096
O -4.611 -3.484 7.899  -0.511
C -3.742 -2.731 7.603  0.607
O -3.936 -1.474 7.127  -0.340
C -2.668 -0.814 7.108  -0.175
C -1.698 -1.965 7.040  -0.232
O -2.413 -3.015 7.694  -0.346
H -2.589 -0.147 6.254  0.229
H -2.561 -0.231 8.025  0.240
H -1.482 -2.271 6.013  0.246
H -0.760 -1.758 7.551  0.284


Computed, not measured: a gas-phase ion, C15H22FN2O4 (charge +1) in a non-equilibrium geometry, with ωB97M-V with the def2-TZVPD basis set.

- maximum force (eV/Å) = 1.12
- SMILES = CC(=O)OCCC[n+]1nc([C@H](C)F)ccc1CCCC(=O)O
- charge = +1

Each line ends with the Mulliken charge.
Geometry (Å):
C 5.459 0.093 1.243  -1.148
C 4.192 -0.483 0.679  0.763
O 3.816 -1.589 0.859  -0.488
O 3.461 0.369 -0.125  -0.308
C 2.726 1.346 0.608  -0.754
C 1.322 0.813 0.873  -0.128
C 0.395 1.164 -0.288  -1.137
N -1.002 0.821 0.021  1.064
N -1.700 1.842 0.552  -0.948
C -2.926 1.589 0.929  0.231
C -3.691 2.713 1.575  0.198
C -3.873 2.455 3.081  -1.213
F -4.926 2.786 0.955  -0.324
C -3.539 0.330 0.771  -0.458
C -2.800 -0.683 0.214  -0.684
C -1.469 -0.408 -0.163  0.874
C -0.630 -1.470 -0.790  -0.975
C -0.684 -1.393 -2.329  -0.344
C -0.297 -2.711 -2.982  -1.018
C 1.205 -2.849 -3.047  0.609
O 1.940 -2.029 -2.599  -0.436
O 1.680 -3.924 -3.710  -0.496
H 5.241 0.513 2.222  0.306
H 5.815 0.883 0.590  0.341
H 6.173 -0.716 1.332  0.359
H 3.214 1.630 1.538  0.332
H 2.679 2.239 -0.014  0.458
H 1.347 -0.253 1.076  0.357
H 0.917 1.323 1.750  0.316
H 0.701 0.726 -1.233  0.070
H 0.437 2.240 -0.417  0.502
H -3.144 3.643 1.446  0.397
H -3.509 3.296 3.661  0.321
H -4.926 2.305 3.297  0.349
H -3.341 1.566 3.412  0.355
H -4.562 0.201 1.089  0.438
H -3.205 -1.671 0.066  0.512
H 0.396 -1.464 -0.432  0.067
H -1.058 -2.430 -0.509  0.711
H -0.005 -0.635 -2.705  0.221
H -1.694 -1.115 -2.630  0.512
H -0.729 -3.575 -2.474  0.506
H -0.674 -2.749 -4.004  0.343
H 1.267 -4.736 -3.390  0.349


Computed, not measured: C15H22FNO in the gas phase, with ωB97M-V with the def2-TZVPD basis set.

- maximum force (eV/Å) = 0.72
- SMILES = CCCC[C@H](CC)C(=O)NCc1ccc(F)cc1
- charge = 0
- energy above the lowest of the compared OMol25 structures with the same formula, charge and spin (kJ/mol) = 17.7

Each line ends with the Mulliken charge.
Geometry (Å):
C 1.195 2.374 2.617  -1.089
C 2.418 2.431 1.709  -0.364
C 3.197 1.110 1.642  -0.909
C 2.861 0.224 0.441  -0.942
C 1.452 -0.374 0.460  0.886
C 1.376 -1.679 -0.356  -0.662
C 1.971 -2.871 0.384  -1.359
C 0.451 0.585 -0.175  -0.487
O 0.732 1.371 -1.054  -0.660
N -0.809 0.456 0.310  -0.058
C -1.940 1.135 -0.291  -1.159
C -2.740 0.194 -1.154  0.457
C -4.038 -0.166 -0.820  -0.479
C -4.747 -1.060 -1.604  -0.548
C -4.133 -1.595 -2.721  0.342
F -4.816 -2.472 -3.486  -0.327
C -2.839 -1.257 -3.076  -0.661
C -2.148 -0.359 -2.286  -0.149
H 0.717 3.350 2.662  0.337
H 1.482 2.089 3.628  0.359
H 0.464 1.659 2.250  0.196
H 3.081 3.213 2.085  0.421
H 2.110 2.719 0.703  0.249
H 4.264 1.337 1.583  0.315
H 3.040 0.545 2.565  0.420
H 3.591 -0.586 0.406  0.433
H 2.966 0.807 -0.477  0.328
H 1.151 -0.589 1.490  0.600
H 1.899 -1.530 -1.302  0.320
H 0.331 -1.901 -0.591  0.337
H 3.017 -2.702 0.627  0.322
H 1.432 -3.055 1.311  0.349
H 1.906 -3.765 -0.232  0.409
H -1.015 -0.289 0.957  0.325
H -1.518 1.941 -0.898  0.332
H -2.565 1.564 0.498  0.448
H -4.506 0.258 0.056  0.330
H -5.758 -1.345 -1.359  0.429
H -2.394 -1.692 -3.957  0.444
H -1.140 -0.075 -2.545  0.464


Computed, not measured: C15H22FNO in the gas phase, with ωB97M-V with the def2-TZVPD basis set.

- maximum force (eV/Å) = 0.72
- SMILES = Fc1ccccc1OCCCCCN1CCCC1
- charge = 0
- energy above the lowest of the compared OMol25 structures with the same formula, charge and spin (kJ/mol) = 155.0

Each line ends with the Mulliken charge.
Geometry (Å):
F 2.873 1.989 -0.678  -0.299
C 3.584 0.960 -0.141  0.735
C 4.866 1.252 0.290  -0.493
C 5.656 0.264 0.843  -0.452
C 5.149 -1.020 0.961  -0.515
C 3.870 -1.304 0.531  -0.534
C 3.047 -0.323 -0.034  0.125
O 1.821 -0.746 -0.412  -0.232
C 0.881 0.160 -0.971  -0.698
C -0.402 -0.617 -1.244  -0.618
C -1.066 -1.074 0.053  -0.409
C -2.279 -1.973 -0.177  -0.939
C -3.454 -1.233 -0.819  -1.129
N -3.822 -0.057 -0.066  0.380
C -4.434 -0.329 1.229  -0.706
C -5.364 0.861 1.520  -0.585
C -5.148 1.805 0.334  -0.655
C -4.709 0.850 -0.768  -0.805
H 5.223 2.264 0.179  0.410
H 6.655 0.495 1.178  0.371
H 5.752 -1.804 1.390  0.369
H 3.462 -2.298 0.615  0.375
H 1.273 0.580 -1.905  0.378
H 0.680 0.980 -0.272  0.404
H -1.076 0.030 -1.804  0.361
H -0.158 -1.486 -1.858  0.261
H -1.385 -0.198 0.619  0.234
H -0.328 -1.619 0.644  0.392
H -2.002 -2.811 -0.822  0.457
H -2.599 -2.384 0.782  0.312
H -4.306 -1.934 -0.923  0.483
H -3.173 -0.906 -1.823  0.475
H -3.650 -0.426 1.984  0.285
H -5.007 -1.271 1.213  0.281
H -6.402 0.530 1.557  0.313
H -5.129 1.340 2.469  0.285
H -4.340 2.503 0.549  0.273
H -6.042 2.368 0.074  0.373
H -4.169 1.348 -1.576  0.376
H -5.584 0.330 -1.199  0.362


It is found that the gap between HOMO and LUMO values, taken in the order of the records, are 9.2, 7.4, 10.3, 8.3, 9.9, 9.4 eV.